63
Properties=species:S:1:pos:R:3:mulliken_charge:R:1 method="wB97M-V/def2-TZVPD" smiles="COc1cc(C(=O)NC[C@H](c2ccccc2)N(C)C)ccc1OCC(=O)N1CCOCC1" relative_energy_kcal_mol=19.7 lumo_energy_ev=0.56 homo_lumo_gap_ev=9.0 spin_multiplicity=1
C -1.349 -1.338 -3.741 -0.9614
O -2.211 -1.318 -2.631 -0.4352
C -1.684 -1.565 -1.397 0.4337
C -0.347 -1.794 -1.133 -0.0923
C 0.088 -2.009 0.176 0.0543
C 1.523 -2.206 0.530 0.1608
O 1.874 -2.799 1.531 -0.6882
N 2.410 -1.671 -0.354 0.0970
C 3.805 -1.534 -0.014 -1.7216
C 4.078 -0.180 0.684 0.6374
C 3.402 0.893 -0.137 -0.4872
C 2.157 1.392 0.228 -0.0232
C 1.508 2.320 -0.570 -0.5654
C 2.102 2.756 -1.742 -0.5687
C 3.344 2.266 -2.112 -0.8268
C 3.988 1.336 -1.318 -0.2011
N 5.507 0.093 0.789 -0.0814
C 6.247 -0.985 1.417 -1.0036
C 5.731 1.336 1.506 -1.0629
C -0.837 -2.022 1.208 -1.4254
C -2.180 -1.785 0.960 -0.4829
C -2.614 -1.544 -0.332 1.0604
O -3.898 -1.264 -0.698 -0.5003
C -4.850 -1.017 0.313 -0.7844
C -4.497 0.103 1.301 0.8538
O -4.672 -0.068 2.494 -0.6795
N -4.024 1.261 0.804 0.1075
C -3.797 1.622 -0.579 -1.1281
C -2.306 1.923 -0.779 0.2069
O -1.857 2.922 0.108 -0.4714
C -2.073 2.544 1.450 -0.2782
C -3.558 2.290 1.716 -0.9809
H -0.869 -2.314 -3.863 0.3556
H -1.981 -1.139 -4.605 0.2532
H -0.581 -0.560 -3.670 0.3678
H 0.360 -1.831 -1.946 0.6839
H 2.062 -1.016 -1.036 0.2807
H 4.403 -1.599 -0.926 0.2453
H 4.043 -2.363 0.654 0.5998
H 3.604 -0.222 1.685 0.4594
H 1.693 1.049 1.143 0.4172
H 0.544 2.706 -0.278 0.5022
H 1.597 3.482 -2.364 0.4503
H 3.811 2.610 -3.024 0.3954
H 4.959 0.953 -1.591 0.4428
H 7.278 -0.662 1.552 0.3597
H 5.838 -1.264 2.399 0.3678
H 6.249 -1.861 0.773 0.3150
H 5.402 1.280 2.556 0.3586
H 5.189 2.143 1.017 0.3015
H 6.794 1.568 1.486 0.3608
H -0.492 -2.210 2.212 0.4926
H -2.874 -1.784 1.784 0.4461
H -5.041 -1.918 0.909 0.3909
H -5.769 -0.753 -0.219 0.4001
H -4.105 0.830 -1.256 0.5334
H -4.374 2.531 -0.792 0.3852
H -2.125 2.303 -1.786 0.4578
H -1.723 1.002 -0.627 -0.1141
H -1.704 3.368 2.063 0.4359
H -1.501 1.631 1.678 0.1465
H -3.720 1.942 2.737 0.4631
H -4.128 3.209 1.542 0.2838